The following is a DFT calculation (the ωB97M-V functional and the def2-TZVPD basis) of a structure of composition C30H22N7O3Pd.

## Properties
- total charge = +1
- electronic energy (hartree) = -1892.80473
- Kohn-Sham gap (alpha / beta) (Ha) = 0.200 / 0.204
- F_max (eV/Å) = 1.6
- energy relative to the best compared isomer or geometry (same formula, charge and spin) (kcal/mol) = 47.6
- expectation value of S² = 6.073
- spin multiplicity = 5

Geometry (Å):
1 Pd 0.409 0.928 0.924
2 C 0.102 0.383 5.187
3 C 0.294 0.893 3.796
4 N 0.118 0.143 2.741
5 N -0.129 -1.144 2.814
6 C 0.238 -1.843 1.729
7 O 0.922 -1.322 0.811
8 C -0.132 -3.266 1.740
9 C -0.676 -3.818 2.901
10 C -1.029 -5.152 2.935
11 C -0.814 -5.958 1.827
12 C -0.275 -5.417 0.670
13 C 0.059 -4.075 0.618
14 C 0.838 2.206 3.514
15 C 0.923 3.176 4.521
16 C 1.622 4.372 4.293
17 C 2.232 4.566 3.102
18 C 2.098 3.570 1.998
19 N 1.358 2.377 2.282
20 H -0.028 -0.694 5.157
21 H -0.790 0.817 5.636
22 H 0.961 0.611 5.814
23 H -0.807 -3.189 3.766
24 H -1.459 -5.566 3.835
25 H -1.060 -7.008 1.871
26 H -0.104 -6.052 -0.187
27 H 0.458 -3.641 -0.284
28 H 0.437 2.999 5.463
29 H 1.684 5.116 5.069
30 H 2.787 5.456 2.853
31 H 3.101 3.277 1.626
32 N -0.863 -1.269 -8.982
33 C -0.826 -1.095 -7.851
34 C -0.783 -0.841 -6.459
35 C 0.122 -1.523 -5.644
36 C 0.193 -1.219 -4.298
37 C -0.637 -0.244 -3.753
38 C -1.551 0.424 -4.567
39 C -1.627 0.128 -5.914
40 C -0.465 0.168 -2.341
41 C 0.350 1.295 -2.109
42 C 0.597 2.366 -3.070
43 C 1.205 3.368 -2.425
44 C 1.460 2.910 -1.015
45 N 0.934 1.574 -0.945
46 C -1.167 -0.458 -1.310
47 C -2.061 -1.562 -1.429
48 C -2.648 -1.738 -0.194
49 C -2.129 -0.736 0.642
50 N -1.248 0.032 -0.016
51 H 0.777 -2.269 -6.070
52 H 0.907 -1.719 -3.660
53 H -2.186 1.187 -4.141
54 H -2.321 0.655 -6.551
55 H 0.283 2.345 -4.096
56 H 1.508 4.334 -2.783
57 H 2.536 2.969 -0.777
58 H -2.220 -2.133 -2.324
59 H -3.366 -2.479 0.101
60 H -2.417 -0.538 1.663
61 O 2.107 5.335 0.423
62 N 1.480 4.365 0.875
63 O 0.715 3.623 -0.001